Entry from OMol25: a cluster of 2 separate species, C4H14N3O in total (the ωB97M-V functional and the def2-TZVPD basis).

Last column: natural (NBO) charge in e.
Geometry (Å):
H -1.97 3.61 -1.31  0.41
H -2.31 3.67 0.38  0.42
N 1.26 -3.10 -0.69  -0.82
C 1.34 -1.87 0.13  -0.24
H -0.40 0.26 1.07  0.47
O -0.61 1.97 0.97  -0.69
C -0.86 2.33 -0.18  0.69
H 0.61 -0.33 2.23  0.43
H 0.00 0.77 -1.48  0.23
H 1.02 -2.86 -1.64  0.37
H 2.19 -3.49 -0.73  0.38
H -0.80 -1.87 0.11  0.22
H 0.84 2.30 -1.46  0.26
H 2.16 -2.00 0.83  0.21
N -0.21 -0.58 1.67  -0.69
C -0.15 1.84 -1.41  -0.72
C 0.00 -1.81 0.85  -0.23
H 1.47 -0.98 -0.47  0.18
N -1.75 3.32 -0.38  -0.77
H -0.70 2.19 -2.28  0.23
H -0.14 -2.68 1.49  0.23
H -0.99 -0.69 2.31  0.44

Results
HOMO level (eV): -13.4380
Total charge: +1
F_max (eV/A): 0.9
Frontier orbital gap (eV): 10.55
Energy relative to the best compared isomer or geometry (same formula, charge and spin) (kJ/mol): 59.7
Total energy (Eh): -400.109791

Entry from OMol25: a structure of composition C24H27AsCeClIO2P in a non-equilibrium geometry (the ωB97M-V functional and the def2-TZVPD basis).

Last column: Löwdin charge in e.
Geometry (Å):
H -1.30 3.54 2.47  0.08
C 1.40 -2.53 4.88  -0.05
H 6.49 -0.32 -2.08  0.13
H -0.32 -1.32 2.18  0.06
C 3.08 -6.37 -0.87  -0.07
Ce 0.01 -0.22 -0.18  0.38
H 3.97 -6.78 -1.39  0.13
H 0.15 2.52 2.73  0.08
C 3.35 -1.68 -2.02  -0.11
C 0.49 -1.88 2.76  -0.15
C 0.86 -5.31 0.42  -0.11
H 3.26 -3.79 2.31  0.13
C 5.39 -0.87 -0.30  -0.05
H -2.09 2.93 -0.71  0.08
H 1.38 -2.52 5.98  0.14
H -3.28 2.95 0.64  0.08
H 4.09 -1.49 1.32  0.11
I -3.01 0.46 -3.85  0.80
P -1.47 1.67 1.23  0.63
H 3.75 -4.32 -1.15  0.11
C -2.60 2.32 0.05  -0.23
O -2.01 2.62 -5.73  -0.06
H 6.20 -0.55 0.39  0.13
C 5.55 -0.75 -1.67  -0.05
H 4.66 -1.05 -3.62  0.14
C -0.56 2.91 1.98  -0.26
C 0.44 -1.86 4.16  -0.06
H 2.54 -1.99 -2.70  0.12
H -0.02 -4.90 0.93  0.11
Cl -2.11 -1.22 -0.62  0.19
C 1.60 0.93 0.47  -0.22
H -1.73 0.32 3.21  0.06
H -5.04 1.72 -5.98  0.09
C 1.49 -2.56 2.12  -0.36
As 1.52 -2.54 0.10  1.27
C 4.21 -1.40 0.23  -0.12
C 2.12 -7.21 -0.37  -0.06
H 0.22 -7.36 0.68  0.13
H -2.96 -0.09 1.98  0.06
H -4.04 2.24 -7.39  0.12
H -3.07 1.47 2.87  0.08
C 2.96 -4.99 -0.74  -0.09
C -2.98 1.75 -5.60  -0.77
O 2.65 1.51 0.78  0.16
H -0.36 -1.30 4.67  0.13
H 2.22 -8.31 -0.49  0.13
H 3.18 -3.77 4.80  0.14
C 1.00 -6.69 0.27  -0.06
C -4.10 1.55 -6.52  -0.12
C 1.85 -4.45 -0.09  -0.38
H 0.02 3.50 1.25  0.08
C 2.41 -3.23 4.22  -0.04
C 4.53 -1.15 -2.52  -0.07
C -2.39 0.74 2.43  -0.23
C 3.22 -1.80 -0.62  -0.41
H -4.08 0.51 -6.87  0.09
H -3.18 1.54 -0.48  0.04
C 2.46 -3.24 2.83  -0.08

Results
Spin multiplicity: 2
HOMO level (spin up / spin down) (eV): -14.1516 / -14.1537
<S²>: 0.7584
Total charge: +2
F_max (eV/A): 18.2
Frontier orbital gap (spin up / spin down) (eV): 5.50 / 5.65
Total energy (Eh): -4890.656581

Entry from OMol25: a structure of composition C18H45ClO12P3Zn in a non-equilibrium geometry (the ωB97M-V functional and the def2-TZVPD basis).

Last column: Löwdin charge in e.
Geometry (Å):
H 2.11 -2.75 -3.26  0.08
H -3.38 -3.25 6.97  0.13
H 6.04 4.03 -2.36  0.07
H -2.12 -0.63 -4.31  0.11
H 0.54 -0.78 -3.25  0.12
O -2.47 -2.49 -5.00  -0.17
H -1.08 7.56 -4.02  0.07
H -1.71 -0.40 -6.55  0.08
H 1.16 -1.19 3.91  0.12
O 3.79 7.24 -2.91  -0.22
H 1.80 4.89 -0.12  0.12
O 1.62 5.71 -3.12  -0.20
H 1.68 -4.74 4.26  0.06
O -2.38 -3.09 4.26  -0.27
C -2.77 -0.57 -6.36  -0.06
O -2.43 -3.03 -2.39  -0.28
H -0.75 -6.56 3.94  0.12
C 1.18 -5.68 4.05  -0.06
H -0.74 -5.01 3.16  0.11
O 3.62 4.83 -1.79  -0.19
H -3.42 -1.82 9.00  0.08
C 0.36 -1.78 -2.87  -0.27
O -0.25 -2.70 -3.79  -0.16
C 0.90 6.46 -4.05  -0.26
H 6.29 5.75 -2.40  0.07
H -3.83 -1.05 -4.54  0.12
O 2.21 6.80 -0.93  -0.19
H 2.24 -1.67 -1.87  0.08
H 1.17 -1.31 6.55  0.09
C 4.74 4.92 -0.96  -0.30
C 1.82 6.53 1.33  -0.06
H 1.52 -6.14 3.12  0.08
C -2.71 -2.40 7.12  -0.24
H 6.89 4.80 -0.97  0.08
O 0.21 -2.78 4.75  -0.20
C -2.83 -1.15 -4.95  -0.30
H 4.82 4.07 -0.29  0.12
H -3.23 -1.10 -7.19  0.09
H -0.34 -1.65 -2.04  0.10
C -2.78 -5.48 -4.20  -0.34
C 0.66 -0.67 5.83  -0.07
O -1.43 -2.89 6.66  -0.20
H -2.43 -7.50 -3.46  0.07
O -0.91 -4.98 5.21  -0.17
P -1.75 -3.19 -3.73  0.49
H 0.48 6.02 -0.30  0.11
O -1.63 -4.74 -4.18  -0.14
Zn -5.44 -1.30 0.73  1.00
H 4.72 5.82 -0.34  0.11
H -0.62 -0.99 4.09  0.11
C -2.48 -6.95 -4.40  -0.06
H -0.29 -0.53 6.36  0.05
H -1.95 -1.07 8.63  0.08
C -2.45 -2.04 8.55  -0.07
H 2.87 6.46 1.64  0.07
H -3.33 -7.39 -4.91  0.08
Cl -3.95 2.29 0.14  -0.05
H -2.83 -1.49 6.54  0.12
C 0.29 -1.38 4.54  -0.28
H -3.07 0.48 -6.31  0.08
H 0.68 5.85 -4.93  0.11
H -3.46 -5.26 -3.38  0.11
C 1.62 -2.43 -2.34  -0.06
C -0.37 7.07 -3.34  -0.05
H -0.84 6.25 -2.80  0.06
C 1.55 5.95 -0.08  -0.32
P 2.92 6.23 -2.28  0.53
P -1.26 -3.40 5.18  0.45
C 6.11 4.91 -1.72  -0.06
H 1.40 -3.24 -1.64  0.09
H 1.52 -6.37 4.82  0.08
H -1.89 -2.81 9.07  0.09
H -1.59 -7.18 -4.99  0.09
H 1.56 7.20 -4.49  0.11
C -0.36 -5.55 4.04  -0.28
H 1.55 7.58 1.47  0.08
H 1.32 5.86 2.03  0.07
H -0.07 7.79 -2.58  0.07
H 1.06 0.35 5.80  0.08
H -3.41 -5.18 -5.04  0.11

Results
HOMO level (eV): -12.0125
Total charge: +1
F_max (eV/A): 3.5
Frontier orbital gap (eV): 1.77
Energy relative to the best compared isomer or geometry (same formula, charge and spin) (kJ/mol): 971.8
Total energy (Eh): -4879.083114

Entry from OMol25: a structure of composition C4H10O3V in a non-equilibrium geometry (the ωB97M-V functional and the def2-TZVPD basis).

Last column: natural (NBO) charge in e.
Geometry (Å):
H 2.11 0.78 0.53  0.17
H -1.55 1.48 -1.21  0.15
H 0.19 1.62 -2.93  0.19
H -0.58 -2.46 2.13  0.51
H -0.09 0.42 2.37  0.23
C -1.20 0.55 -1.69  -0.09
C 0.23 0.82 -2.17  -0.10
H -0.07 -0.93 3.70  0.19
H -1.46 -0.18 3.17  0.21
O -0.23 -1.63 1.81  -0.74
H 0.65 -0.08 -2.68  0.15
O 1.11 1.27 -1.17  -0.57
C -0.50 -0.51 2.78  -0.28
O -1.36 -0.53 -0.83  -0.86
C 1.72 0.23 -0.34  -0.57
H 2.63 -0.12 -0.88  0.16
H -1.81 0.42 -2.61  0.16
V 0.19 -1.14 0.01  1.10

Results
Spin multiplicity: 4
HOMO level (spin up / spin down) (eV): -6.7807 / -7.6945
<S²>: 3.7650
F_max (eV/A): 3.2
Frontier orbital gap (spin up / spin down) (eV): 6.72 / 7.38
Total energy (Eh): -1327.983195

Entry from OMol25: the ion C5H3O2S with charge -1 in a non-equilibrium geometry (the ωB97M-V functional and the def2-TZVPD basis).

Last column: natural (NBO) charge in e.
Geometry (Å):
O -1.62 2.14 -0.26  -0.58
O 2.78 0.49 0.36  -0.64
C -0.54 -1.80 -0.07  -0.47
H -2.52 -1.06 0.22  0.16
S 1.21 -1.40 -0.31  0.13
C -0.67 1.44 -0.13  0.72
C 1.60 0.30 0.09  0.41
C 0.66 1.37 0.01  -0.67
H -0.59 -2.90 -0.06  0.17
H 1.16 2.33 0.10  0.23
C -1.47 -0.90 0.05  -0.45

Results
HOMO level (eV): -3.4911
Total charge: -1
F_max (eV/A): 3.1
Frontier orbital gap (eV): 7.10
Energy relative to the best compared isomer or geometry (same formula, charge and spin) (kJ/mol): 209.7
Total energy (Eh): -740.943411

Entry from OMol25: a cluster of 2 separate species, HI5Si2 in total in a non-equilibrium geometry (the ωB97M-V functional and the def2-TZVPD basis).

Last column: natural (NBO) charge in e.
Geometry (Å):
I 5.44 2.34 -1.37  -0.13
Si 6.30 0.45 -0.09  0.45
I 8.72 0.78 -0.02  -0.11
Si 0.98 -0.54 2.58  0.66
I 5.80 -1.64 -1.25  -0.08
I 2.39 -2.35 1.34  -0.36
I 5.26 0.73 2.21  -0.13
H 0.54 -0.22 1.22  -0.31

Results
HOMO level (eV): -8.9667
F_max (eV/A): 1.5
Frontier orbital gap (eV): 7.44
Energy relative to the best compared isomer or geometry (same formula, charge and spin) (kJ/mol): 182.3
Total energy (Eh): -2068.169906

Entry from OMol25: the ion C13H23N2O4S2 with charge +1 in a non-equilibrium geometry (the ωB97M-V functional and the def2-TZVPD basis).

Last column: natural (NBO) charge in e.
Geometry (Å):
O 0.87 1.79 3.38  -0.56
H 0.70 -3.26 1.38  0.22
H 0.79 3.25 -0.91  0.25
H 3.09 -0.82 -3.65  0.22
H -0.59 -1.75 2.85  0.20
H -4.88 -2.12 -0.57  0.30
C 1.78 2.44 0.84  -0.39
S 1.43 0.87 -2.31  0.25
H 2.01 3.08 1.68  0.25
N -0.99 1.09 -0.93  -0.31
H -4.06 -1.38 0.82  0.24
C -3.91 -1.84 -0.15  -0.86
C 0.50 2.94 0.10  -0.47
H -0.78 1.56 -2.99  0.26
H -3.22 0.59 1.23  0.46
H 2.07 -2.08 1.39  0.21
S -3.10 -0.77 -1.34  2.14
C 1.13 0.83 2.69  0.80
O -4.12 -0.04 -2.02  -0.90
C 1.75 0.98 1.30  -0.55
C -0.37 0.87 -2.26  -0.40
N -2.42 0.88 0.68  -0.45
C -0.63 1.97 0.09  0.26
H -3.32 -2.76 -0.10  0.27
C 1.97 -0.79 -1.81  -0.54
H 2.77 -0.64 -1.08  0.23
H -0.18 -0.84 1.41  0.15
H -0.69 -0.12 -2.58  0.27
C 2.61 -1.55 -2.99  -0.62
H 2.79 0.67 1.43  0.26
C -1.52 1.83 1.08  -0.08
C 1.20 -2.47 1.93  -0.64
H -1.55 2.39 2.01  0.28
O 0.91 -0.43 3.19  -0.51
H 1.20 -1.38 -1.30  0.22
C -2.07 0.46 -0.52  0.14
H 1.31 0.29 0.58  0.22
O -2.35 -1.59 -2.26  -0.90
H 0.17 3.84 0.61  0.25
H 3.39 -2.23 -2.64  0.23
C 0.25 -1.33 2.29  -0.07
H 1.60 -2.87 2.87  0.24
H 1.86 -2.09 -3.57  0.22
H 2.63 2.53 0.17  0.23

Results
HOMO level (eV): -12.6279
SMILES: CCOC(=O)CCCc1c[nH]c(S(C)(=O)=O)[n+]1CSCC
Total charge: +1
F_max (eV/A): 3.5
Frontier orbital gap (eV): 8.92
Energy relative to the best compared isomer or geometry (same formula, charge and spin) (kJ/mol): 0.0
Total energy (Eh): -1715.716925

Entry from OMol25: a structure of composition C32H47IrN2OP2Te4 (the ωB97M-V functional and the def2-TZVPD basis).

Last column: Löwdin charge in e.
Geometry (Å):
C 0.13 -0.98 -3.63  -0.14
H 0.39 -1.92 -3.17  -0.01
C -1.20 -0.23 1.93  -0.31
H 0.41 -1.14 3.85  0.11
C 4.99 0.47 -0.64  -0.10
C 3.39 3.46 0.77  -0.09
H -1.10 -4.06 -0.72  -0.06
H -3.92 -4.22 -0.88  0.09
H 3.75 2.96 1.67  0.08
C -4.61 -0.26 -1.69  -0.10
H 4.86 -0.50 -0.17  0.08
Te 1.19 -5.94 -0.83  0.09
H -3.05 -2.29 -2.21  0.09
C -3.42 1.48 -0.44  -0.10
C 3.66 -0.18 3.60  -0.26
C -2.74 0.09 3.78  -0.02
C 4.94 -0.21 4.39  -0.04
H -0.72 3.28 -2.85  0.14
H 0.93 2.80 -2.38  0.12
H -4.35 -1.31 1.20  0.10
H -0.63 2.43 -5.11  0.13
H -0.55 0.44 -6.62  0.12
C -1.52 -3.61 -1.61  -0.21
C 3.61 0.34 2.32  -0.05
C -3.52 -0.91 1.78  -0.07
O -0.59 2.07 -1.17  -0.19
H 3.25 4.51 1.01  0.09
H 0.09 2.55 1.35  0.06
C 3.67 0.99 -1.23  -0.52
H -3.28 -3.48 0.59  0.09
H -1.97 -4.41 -2.20  0.09
H 0.83 4.17 1.53  0.09
H 3.81 2.04 -1.48  0.10
C -0.18 1.28 -3.37  -0.27
H -4.57 -2.69 -0.32  0.06
C -0.36 0.34 -5.56  -0.02
H 1.46 2.78 2.40  0.09
C -3.66 -3.27 -0.41  -0.09
Te 2.21 -4.04 -2.41  0.12
H -2.72 0.56 -2.28  0.09
H 1.75 3.36 -0.60  0.09
H -5.33 -1.76 3.92  0.09
H -5.93 -0.35 3.04  0.08
Te 1.78 -2.11 -0.38  0.37
C 2.48 -0.71 4.12  -0.02
H -5.15 0.54 -2.21  0.09
H -0.72 0.75 3.79  0.11
H -4.65 -1.13 -2.34  0.07
H -0.52 2.80 -0.54  0.09
H 4.16 0.49 -3.25  0.09
Te 0.89 -3.82 1.42  0.21
C 1.22 -0.11 2.14  -0.41
H 2.49 -1.17 5.10  0.12
H -5.22 -0.16 4.64  0.08
H 2.42 0.56 -2.98  0.05
H 4.52 0.73 1.90  0.09
N 0.06 -0.09 1.36  -0.20
C -3.78 -0.52 3.08  -0.27
H -3.94 2.26 -1.01  0.09
C 1.03 3.10 1.45  -0.10
H 4.16 3.40 0.00  0.07
P 2.21 1.04 -0.08  0.92
H -2.91 0.47 4.78  0.12
H -0.70 -3.20 -2.20  -0.02
C -2.27 -0.78 1.19  -0.29
H -4.06 1.22 0.40  0.08
H 3.37 -0.82 -2.41  0.02
N 0.07 0.09 -2.81  -0.09
C 2.43 0.36 1.58  -0.38
C 2.05 2.86 0.33  -0.50
H 0.00 -1.79 -5.59  0.12
Ir 0.21 -0.06 -0.68  0.72
P -2.00 -0.96 -0.59  1.01
H 5.72 0.37 -1.44  0.09
C 3.37 0.26 -2.54  -0.13
H 5.35 0.79 4.52  0.08
H 5.41 1.16 0.09  0.07
C -0.41 1.44 -4.72  0.01
H -2.50 1.90 -0.04  0.05
H 4.79 -0.64 5.38  0.08
H -5.18 -0.48 -0.79  0.07
C -0.11 2.47 -2.45  -0.15
C -5.14 -0.70 3.70  -0.04
C -1.49 0.25 3.22  -0.03
C -3.21 0.26 -1.34  -0.49
C -2.59 -2.59 -1.27  -0.51
C -0.07 -0.89 -4.99  -0.01
C 1.29 -0.68 3.42  -0.06
H 5.70 -0.81 3.88  0.09

Results
Spin multiplicity: 2
HOMO level (spin up / spin down) (eV): -8.5999 / -8.9278
<S²>: 0.7592
Total charge: +1
F_max (eV/A): 0.5
Frontier orbital gap (spin up / spin down) (eV): 5.34 / 5.29
Energy relative to the best compared isomer or geometry (same formula, charge and spin) (kJ/mol): 91.9
Total energy (Eh): -3291.329853

Entry from OMol25: a cluster of 2 separate species, CH7N2O in total in a non-equilibrium geometry (the ωB97M-V functional and the def2-TZVPD basis).

Last column: natural (NBO) charge in e.
Geometry (Å):
N -0.74 -1.30 -0.61  -0.69
H -1.22 -1.49 -1.44  0.43
H 0.10 -1.81 -0.39  0.42
H 0.22 -0.87 1.68  0.43
O 2.09 1.72 -0.68  -0.95
H 1.94 1.49 -1.61  0.47
H -2.07 0.11 -0.02  0.25
H 2.41 2.62 -0.78  0.48
N -0.61 -0.35 1.44  -0.69
C -1.19 -0.44 0.28  0.41
H -0.93 0.32 2.12  0.44

Results
HOMO level (eV): -14.8287
Total charge: +1
F_max (eV/A): 2.0
Frontier orbital gap (eV): 10.86
Energy relative to the best compared isomer or geometry (same formula, charge and spin) (kJ/mol): 51.5
Total energy (Eh): -226.815788

Entry from OMol25: a structure of composition C33H45Cl4GeInN4O3SeTe (the ωB97M-V functional and the def2-TZVPD basis).

Last column: Löwdin charge in e.
Geometry (Å):
H -2.85 -1.36 4.82  0.08
C 4.06 -1.92 1.54  -0.27
H 4.55 -4.89 -0.89  0.12
H -4.19 3.04 -2.35  0.13
H 5.77 -5.62 2.31  0.08
H -3.38 -2.83 -4.40  0.12
C -0.22 -0.08 3.73  -0.03
H 7.07 -4.77 1.49  0.08
H -0.43 4.11 -1.02  -0.01
H -0.16 4.35 0.60  0.15
H -3.85 4.18 1.40  0.13
H -2.10 5.51 0.34  0.15
C 0.60 0.16 2.63  -0.30
C 3.33 -1.97 0.33  -0.29
H -4.94 2.51 -0.25  0.13
C 0.07 -2.08 1.83  -0.29
C 4.41 -4.07 -0.20  -0.02
C -2.55 -1.95 -0.75  -0.02
H -3.82 -3.58 -0.23  0.11
C 3.52 -3.05 -0.55  -0.31
N 1.01 1.46 -0.48  -0.17
H 1.54 1.80 3.61  0.09
H 3.95 3.04 -0.80  0.09
H -3.76 1.77 1.64  0.14
Se 1.98 0.29 -3.58  0.03
H 0.67 2.25 2.14  0.06
C 2.25 1.80 -0.44  -0.77
C -3.37 2.92 -1.63  -0.33
H 3.93 0.17 2.00  0.06
H -2.64 1.23 -2.47  0.06
Cl -2.66 3.92 -4.93  -0.02
H 0.05 -2.94 -0.16  0.05
C -3.68 -3.33 -2.36  -0.68
H -2.28 2.57 -3.28  -0.08
C -3.14 2.21 0.85  -0.34
H -2.31 -1.71 0.28  0.11
H 1.89 -3.76 -1.77  0.08
C -0.90 -1.27 3.91  -0.26
C -1.80 -1.49 5.10  -0.05
Cl -4.73 -4.68 -2.69  0.65
C 1.31 1.49 2.59  -0.05
H 2.47 3.53 -1.65  0.03
H -1.69 -2.50 5.50  0.08
C 5.11 -4.05 0.99  -0.26
H 4.80 -0.79 3.19  0.08
H -2.31 3.76 2.13  0.12
Ge -0.44 3.87 -5.53  0.21
C 0.72 -0.84 1.66  -0.28
C -3.93 2.13 -0.45  -0.09
O 3.10 0.83 -0.09  -0.27
C -2.31 -1.49 -3.11  -0.11
H -2.15 -1.16 -5.24  0.14
H -1.84 0.76 0.04  0.05
H 3.45 -3.73 -2.57  0.08
H 2.56 -2.24 -2.36  -0.03
H -0.49 -4.01 1.11  0.09
C 2.87 3.13 -0.72  0.00
H 3.04 -0.87 3.12  0.08
C -3.39 -3.00 -1.03  -0.09
H -0.83 2.88 0.12  0.09
Cl -0.18 6.06 -5.78  -0.11
C -3.15 -2.59 -3.37  -0.06
H -1.57 -0.78 5.89  0.08
C -1.95 -1.17 -1.77  -0.35
N -1.86 1.50 0.74  0.08
In 0.08 1.36 -2.54  0.11
C 2.81 -3.19 -1.88  -0.09
H -2.41 4.82 -2.05  0.09
N -2.30 2.18 -2.34  0.01
C 6.06 -5.15 1.37  -0.05
O -1.12 -0.23 -1.44  -0.25
H -0.30 0.69 4.49  0.12
H -1.57 1.10 1.63  0.08
C -1.93 -0.70 -4.26  -0.17
C -2.96 4.34 -1.23  -0.11
H 6.08 -5.93 0.60  0.07
C 4.93 -2.96 1.84  -0.02
C -2.89 3.69 1.21  -0.10
H -1.24 -3.22 3.08  0.12
C 3.95 -0.79 2.52  -0.04
Cl 0.23 3.99 -3.03  0.06
Te 1.70 -0.69 -0.24  1.87
H 5.49 -2.92 2.77  0.12
O -1.45 0.42 -4.25  -0.09
C -0.74 -2.26 2.95  -0.01
C 0.23 -3.23 0.87  -0.07
H 1.23 -3.65 0.94  0.09
H -4.06 1.08 -0.74  0.12
H 2.63 3.82 0.09  0.09
C -2.20 4.46 0.08  -0.27
H 2.24 1.45 2.03  0.05
H -3.88 4.92 -1.09  0.13
N -0.80 3.93 -0.08  0.17

Results
HOMO level (eV): -6.6501
F_max (eV/A): 0.6
Frontier orbital gap (eV): 6.41
Total energy (Eh): -8506.657760